C2H5ClN2O2S | wB97M-V/def2-TZVPD

## Properties
Strongest force on any atom ... 4.195 eV Å⁻¹
Net charge ... 0
HOMO-LUMO gap ... 0.3334 Ha
HOMO ... -8.45 eV
ΔE to the lowest compared entry with this formula, charge and spin ... 0.0 kJ/mol

Geometry (Å):
C 1.411 1.054 0.421
C -0.064 -0.939 -1.114
N -2.983 -1.059 0.006
N -2.501 -1.695 -0.760
O -0.811 1.599 -0.576
O -0.529 0.088 1.401
S -0.119 0.445 -0.103
Cl 1.208 -1.839 -0.429
H 2.058 1.493 -0.373
H 1.365 1.839 1.225
H 1.964 0.045 0.782
H 0.212 -0.433 -1.969
H -1.213 -0.598 1.489